Entry 1:
33
Properties=species:S:1:pos:R:3:mulliken_charge:R:1 method="wB97M-V/def2-TZVPD" total_charge=+3 lumo_energy_ev="-11.6 / -16.6" s2=8.77 homo_lumo_gap_ev="7.77 / 2.41" spin_multiplicity=6
Ni 1.12135 2.37559 -1.72066 1.005
Ni -1.47336 -0.52488 2.25434 0.878
C 0.42851 0.38979 -0.18921 1.288
O -0.12609 -0.06581 0.77539 -0.180
O 1.38619 1.16299 -0.04798 -0.933
O -0.07948 0.62190 -1.28814 -0.810
O -2.97138 1.00549 -2.00254 -0.663
H -3.48971 0.20481 -2.08300 0.351
H -2.13338 0.71383 -1.64349 0.315
O -1.39274 -2.57592 1.74716 -0.409
H -1.44392 -2.85959 0.83440 0.310
H -1.48605 -3.38216 2.25462 0.323
O 3.48261 -0.74245 0.72890 -0.615
H 3.51269 -0.55331 1.66674 0.338
H 2.84240 -0.12255 0.37948 0.264
O 0.27705 -0.99994 3.39383 -0.442
H 0.52070 -1.88727 3.65748 0.343
H 1.10900 -0.57394 3.18743 0.358
O -0.60420 -1.98003 -2.57471 -0.259
H -0.18944 -1.38897 -1.94634 0.317
H -1.22369 -1.42737 -3.05120 0.447
O 1.90804 1.33287 2.66533 -0.607
H 1.64517 1.30853 1.74525 0.358
H 1.17644 1.75805 3.11278 0.211
O -1.63018 0.01460 -4.29025 -0.444
H -1.05970 0.56448 -3.75321 0.353
H -2.51206 0.19241 -3.96327 0.425
O -1.50332 1.37274 2.94605 -0.427
H -0.86871 1.90718 3.42343 0.294
H -2.34981 1.77592 3.13877 0.364
O 2.10506 1.05593 -3.01483 -0.429
H 1.98589 0.11840 -3.16663 0.341
H 3.03615 1.20870 -3.17595 0.334

***

Entry 2:
11
Properties=species:S:1:pos:R:3:mulliken_charge:R:1 method="wB97M-V/def2-TZVPD" de_lowest_ev=0.9781 smiles=Oc1n[nH]cc1S lumo_energy_ev=0.8 homo_lumo_gap_ev=8.95
C -0.70400 -0.05819 -0.00656 0.324
C 0.07142 -1.19368 -0.00175 -0.462
C 0.26335 0.98484 0.00104 0.366
H -2.76724 -1.12120 0.00697 0.110
H -0.20303 -2.24494 -0.01562 0.381
H 2.19787 -1.39859 0.02042 0.235
H 0.77914 2.80672 -0.00123 0.354
N 1.36069 -0.79252 0.00190 0.278
N 1.49615 0.54564 -0.00514 -0.854
O -0.05090 2.29413 -0.00005 -0.499
S -2.44345 0.17779 0.00001 -0.235

***

Entry 3:
14
Properties=species:S:1:pos:R:3:mulliken_charge:R:1 method="wB97M-V/def2-TZVPD" de_lowest_ev=2.6989 smiles=SCC1(S)CC1 lumo_energy_ev=0.7 homo_lumo_gap_ev=8.98
C -0.71113 -0.68998 -1.08069 -0.446
C -1.47502 -0.46144 0.16796 -0.587
C -0.35515 0.57819 0.23025 0.361
C 0.90860 0.09293 1.04401 -0.737
S -0.74716 2.23809 -0.26239 -0.231
S 2.44709 -0.09534 -0.06865 -0.213
H 0.22671 -1.23068 -1.15494 0.188
H -1.12559 -0.14479 -1.90361 0.276
H -2.47952 -0.08476 0.07598 0.293
H -1.46970 -1.22545 0.94250 0.226
H 0.57072 -0.84566 1.53174 0.304
H 1.22961 0.96487 1.76532 0.318
H 0.39638 2.36088 -1.01300 0.125
H 2.58416 -1.45686 -0.27448 0.123

***

Entry 4:
14
Properties=species:S:1:pos:R:3:mulliken_charge:R:1 method="wB97M-V/def2-TZVPD" de_lowest_ev=1.8693 smiles=O[C@H]1C[C@H]2C[C@H]21 lumo_energy_ev=1.0 homo_lumo_gap_ev=10.86
O -1.03334 1.88259 -0.00034 -0.569
C -0.77439 0.61516 0.55763 0.170
C -1.08401 -0.65249 -0.29590 -0.819
C 0.34562 -1.12588 -0.03773 -0.018
C 1.29339 -0.13797 -0.62964 -0.597
C 0.66922 0.16119 0.70701 -0.524
H -0.18728 2.26426 -0.25848 0.345
H -1.30040 0.55639 1.51728 0.301
H -1.32083 -0.45349 -1.34663 0.284
H -1.86573 -1.28074 0.13902 0.264
H 0.64440 -2.13581 0.22286 0.371
H 1.00765 0.41182 -1.52704 0.180
H 2.34648 -0.40207 -0.58319 0.271
H 1.28431 0.31216 1.58962 0.342

***

Entry 5:
13
Properties=species:S:1:pos:R:3:mulliken_charge:R:1 method="wB97M-V/def2-TZVPD" de_lowest_ev=4.2154 lumo_energy_ev="-0.7 / 0.0" homo_lumo_gap_ev="7.53 / 9.34"
C -0.89369 -1.13440 -0.26664 -1.126
C -0.00365 0.05009 -0.13144 0.927
C 1.40211 -0.04383 -0.61281 -1.120
O -0.04706 1.16719 1.84931 -0.498
C -0.48011 1.24441 0.40532 0.090
N -1.03487 2.06084 -0.30936 -0.557
H -0.43406 -2.01284 0.20943 0.323
H -1.88743 -0.96173 0.15654 0.343
H -1.00790 -1.37591 -1.33312 0.305
H 2.01575 0.77485 -0.23442 0.339
H 1.40181 0.01313 -1.70874 0.307
H 1.85256 -1.00333 -0.33789 0.347
H -0.88345 1.22153 2.31381 0.320

***

Entry 6:
68
Properties=species:S:1:pos:R:3:mulliken_charge:R:1 method="wB97M-V/def2-TZVPD" de_lowest_ev=0.5810 total_charge=-2 lumo_energy_ev="3.8 / 3.8" homo_lumo_gap_ev="3.72 / 3.72"
Ni -1.05193 0.56415 -2.59711 0.410
C 3.35005 -2.97666 9.62343 -0.814
O 2.44544 -1.93780 9.38376 -0.464
C 2.11370 -1.70964 8.04596 0.898
C 1.23239 -0.65927 7.79961 -0.550
C 0.84369 -0.36030 6.51061 -0.102
C 1.31224 -1.09188 5.39388 -0.209
C 2.20522 -2.14662 5.67260 -0.721
C 2.59539 -2.44777 6.97557 -0.552
N 0.86776 -0.70678 4.15424 -0.574
N 1.31826 -1.50555 3.18751 -0.063
C 1.02225 -1.28348 1.91963 -0.710
C 1.56128 -2.27597 1.00887 -0.168
C 1.39751 -2.20511 -0.32768 -1.092
C 0.63361 -1.14117 -0.88320 -0.117
O 0.49104 -1.01454 -2.29986 -0.104
C 0.07117 -0.16403 -0.11865 0.476
N -0.65498 0.83477 -0.75616 -0.195
C -1.14316 1.86455 -0.00510 0.029
C -0.97367 1.94304 1.33271 -1.242
C -0.27904 0.90129 2.02148 -0.211
C 0.25995 -0.16257 1.32622 0.816
H 3.50705 -3.01304 10.70164 0.229
H 4.31262 -2.80251 9.12665 0.313
H 2.95958 -3.94494 9.28620 0.308
H 0.86012 -0.08556 8.64180 0.340
H 0.15620 0.45626 6.32209 0.363
H 2.58704 -2.72367 4.84317 0.317
H 3.28559 -3.26841 7.13299 0.273
H 2.12710 -3.08744 1.44876 0.435
H 1.84262 -2.95046 -0.97957 0.398
H -1.68916 2.63463 -0.53660 0.430
H -1.38420 2.79182 1.86514 0.389
H -0.15254 0.91758 3.08778 0.652
O -3.55028 0.04643 -2.08046 -0.673
C -2.83570 0.98174 -2.35389 0.172
N -5.48862 7.29600 -2.85926 -0.561
C -5.04470 6.24023 -2.78054 0.051
C -4.49365 4.91453 -2.68029 0.656
C -3.22206 4.65109 -3.16649 -1.025
C -2.69740 3.37280 -3.06032 0.185
C -3.43179 2.35911 -2.48175 0.485
C -4.70577 2.62271 -2.01166 -0.531
C -5.23946 3.89579 -2.10042 -0.746
H -2.65128 5.44673 -3.62683 0.426
H -1.70987 3.13854 -3.44063 0.415
H -5.26570 1.80907 -1.56790 0.474
H -6.23147 4.11036 -1.72450 0.419
Br 0.74984 -2.32933 -7.35173 -0.173
C 1.54185 -1.00487 -6.24140 0.131
C 2.92854 -1.04113 -6.18128 -0.536
C 3.61625 -0.14234 -5.38438 -0.448
C 2.91187 0.79220 -4.64169 -0.817
C 1.53075 0.80676 -4.70334 0.021
C 0.80865 -0.08371 -5.49826 0.324
C -0.71914 0.02125 -5.49449 0.295
O -1.35628 -0.45740 -6.41743 -0.663
O -1.22636 0.63227 -4.48034 -0.445
H 3.45993 -1.78951 -6.75289 0.379
H 4.69761 -0.18460 -5.33772 0.351
H 3.43147 1.49397 -4.00196 0.386
H 0.96822 1.51978 -4.11564 0.283
C -1.17672 -2.78150 -2.36121 -1.034
C 0.08625 -2.18525 -2.91643 0.692
O 0.71313 -2.61204 -3.84168 -0.561
H -1.56389 -3.50480 -3.07443 0.421
H -1.91201 -2.00089 -2.16158 0.183
H -0.95243 -3.27691 -1.41556 0.276

***

Entry 7:
72
Properties=species:S:1:pos:R:3:mulliken_charge:R:1 method="wB97M-V/def2-TZVPD" de_lowest_ev=2.2789 total_charge=-2 lumo_energy_ev="4.4 / 4.4" homo_lumo_gap_ev="2.69 / 2.56"
Pd 0.25864 -3.45749 0.09120 0.116
O 4.24473 -3.35014 0.99664 -0.666
C 3.26012 -3.45346 0.37219 0.893
N 2.28275 -3.65181 -0.38480 -0.795
N -3.75317 -3.64542 1.02869 -0.101
C -2.44370 -3.82122 1.34757 -0.676
N -1.66238 -3.06357 0.59386 -0.259
C -2.46911 -2.35031 -0.31310 0.089
C -2.17246 -1.33841 -1.22520 0.346
C -3.24449 -0.72683 -1.86049 -0.521
C -4.56831 -1.07817 -1.63283 -0.335
C -4.91491 -1.99910 -0.62456 -0.932
C -3.83255 -2.60453 0.05041 0.240
H -4.50421 -4.12839 1.54646 0.222
H -2.08776 -4.46148 2.12418 0.579
H -1.13230 -1.05528 -1.28111 0.153
H -3.08931 0.08765 -2.57032 0.304
H -5.33178 -0.57702 -2.24436 0.331
H -5.94025 -2.20503 -0.32791 0.330
C 3.84116 1.30609 0.98349 -1.520
C 3.18291 2.47402 1.70454 1.875
C 3.45839 2.52571 3.18669 -1.860
C 3.43913 3.84743 1.08100 -1.491
O 1.72983 2.28371 1.57711 0.086
Si 0.94258 1.65360 0.27212 -1.047
S 1.03662 -0.58758 0.23599 -0.567
O 1.59546 2.33602 -1.09141 -0.126
C 0.90011 2.45860 -2.39598 1.808
C 0.09481 3.76185 -2.35410 -1.335
C 2.09858 2.61049 -3.31953 -1.793
C 0.09692 1.20264 -2.74423 -1.364
O -0.65344 2.07472 0.32554 0.516
C -1.49459 2.27475 1.51933 1.701
C -1.07995 3.63930 2.09163 -1.388
C -2.88041 2.34899 0.92321 -1.535
C -1.30152 1.10671 2.49490 -1.124
H 4.93548 1.38397 1.06687 0.490
H 3.58181 1.33664 -0.10816 0.173
H 3.45168 0.40193 1.42968 0.428
H 4.54540 2.48527 3.32010 0.418
H 3.05133 1.63699 3.73519 0.336
H 3.07187 3.42541 3.65200 0.375
H 4.48369 4.14178 1.24798 0.447
H 2.83488 4.59525 1.60489 0.314
H 3.19038 3.88213 0.01042 0.042
H 0.79279 4.59950 -2.10022 0.281
H -0.70602 3.67558 -1.63152 0.016
H -0.34681 3.97804 -3.34111 0.395
H 2.63720 3.52566 -2.96777 0.319
H 1.81632 2.73002 -4.38014 0.375
H 2.73890 1.73117 -3.20721 0.403
H -0.84440 1.21442 -2.21057 0.041
H 0.64087 0.31090 -2.47059 0.282
H -0.11078 1.21093 -3.84390 0.454
H -1.31650 4.37631 1.28016 0.272
H -0.00544 3.68475 2.27164 0.069
H -1.68089 3.87913 3.01247 0.410
H -2.86714 3.11082 0.12405 0.296
H -3.58083 2.65123 1.68881 0.463
H -3.16935 1.36806 0.49872 0.158
H -0.24448 1.04750 2.79995 0.171
H -1.49964 0.12535 2.00233 0.061
H -1.91412 1.18418 3.41592 0.414
C -0.82900 -6.41357 0.29010 -0.896
Te 1.25761 -5.80945 0.13881 0.134
C 1.36539 -6.49400 -1.87259 -0.821
H -1.47482 -5.74598 -0.33815 0.287
H -1.04570 -6.36821 1.35602 0.190
H -0.85637 -7.43716 -0.01870 0.285
H 1.25993 -7.57707 -1.83847 0.208
H 2.36449 -6.23410 -2.30490 0.301
H 0.56611 -6.05043 -2.48893 0.257

***

Entry 8:
81
Properties=species:S:1:pos:R:3:mulliken_charge:R:1 method="wB97M-V/def2-TZVPD" total_charge=+2 lumo_energy_ev="-8.3 / -10.1" homo_lumo_gap_ev="5.62 / 2.27"
Hf -0.52523 -1.74693 0.85918 -0.234
C -0.54219 -4.03900 0.78685 0.311
C 0.77907 -3.52474 1.05790 1.281
C -0.60414 -2.87700 2.79709 0.780
C -1.41091 -3.60122 1.81761 0.538
C 0.73728 -2.84063 2.33801 0.158
C -0.90235 -4.95479 -0.33986 -1.594
H -0.26863 -4.79093 -1.21549 0.443
H -1.94614 -4.83237 -0.64126 0.447
H -0.76753 -5.99762 -0.02425 0.321
C -2.86600 -3.90960 1.97283 -1.134
H -3.29717 -4.27172 1.03584 0.348
H -3.40968 -3.00940 2.27601 0.220
H -3.01838 -4.68249 2.73805 0.302
C -1.09637 -2.39518 4.12299 -0.860
H -1.12831 -3.23875 4.82631 0.327
H -2.09703 -1.96789 4.03581 0.088
H -0.43747 -1.62931 4.53896 0.309
C 1.91897 -2.32952 3.10239 -1.482
H 2.33259 -3.12319 3.73864 0.363
H 1.64279 -1.49250 3.74855 0.366
H 2.72061 -1.99629 2.43760 0.391
C 2.03204 -3.90716 0.33037 -1.346
H 2.49734 -4.77715 0.81294 0.375
H 2.76641 -3.09725 0.33361 0.305
H 1.82851 -4.17511 -0.70874 0.413
C -1.55217 -0.82724 -0.88412 -0.570
C -0.73824 -1.87688 -1.33412 -0.217
C 0.58308 -1.68183 -2.04944 -1.471
C 1.47446 -0.65954 -1.32595 -0.526
C 1.24343 -0.68144 0.18272 -0.727
C 0.39185 0.22669 0.85595 -0.682
C -0.44731 1.25492 0.13107 -0.694
C -1.23844 0.65053 -1.05618 -1.318
H 0.40415 -1.38199 -3.09412 0.665
H 1.28980 0.34948 -1.70806 -0.400
H 1.09950 -2.64656 -2.09330 0.351
H -0.69186 0.79690 -1.99491 0.198
H -2.59803 -1.06049 -0.71727 1.189
H -1.24216 -2.81331 -1.55879 1.170
H -2.18344 1.19108 -1.16005 0.700
H -1.15531 1.67266 0.84923 0.363
H 0.63121 0.47523 1.88824 0.838
H 0.18873 2.08167 -0.22244 0.380
H 2.52845 -0.87658 -1.53165 0.618
H 2.08079 -1.06939 0.75552 1.052
P 1.79423 2.87319 -3.39872 0.555
C 0.22948 3.43738 -4.22262 -1.357
C 2.85191 2.62461 -4.90001 -1.231
P 3.50004 4.38733 -1.32237 0.443
C 2.44794 4.53118 -2.85395 -1.038
C 5.16556 4.67676 -2.08934 -1.162
C 3.20141 6.07081 -0.60741 -1.118
H -0.48025 3.78225 -3.46394 0.370
H -0.22596 2.59304 -4.75074 0.402
H 0.41045 4.24889 -4.93798 0.421
H 2.80304 3.48219 -5.58229 0.390
H 2.52411 1.72592 -5.43200 0.389
H 3.88990 2.48043 -4.58613 0.323
H 3.40212 6.86676 -1.33515 0.353
H 3.84507 6.21525 0.26615 0.402
H 2.15907 6.14168 -0.28322 0.360
H 1.59337 5.19501 -2.66317 0.523
H 3.05733 4.97695 -3.65229 0.452
H 5.91479 4.78317 -1.29770 0.415
H 5.17945 5.57674 -2.71600 0.382
H 5.44251 3.81192 -2.70069 0.321
F -2.43546 2.24608 3.06266 -0.233
C -3.38249 1.75795 2.17816 0.227
F -4.61511 2.26035 2.55915 -0.214
F -3.17024 2.32690 0.93887 -0.192
C -3.34524 0.16886 2.16426 1.233
O -1.92545 -0.27741 2.06708 -0.643
C -3.93052 -0.24639 3.58051 0.114
F -5.13606 0.37027 3.86924 -0.209
F -4.22066 -1.58309 3.68461 -0.272
F -3.04604 0.11424 4.58344 -0.217
C -4.35922 -0.28834 1.04750 0.048
F -5.65490 0.03122 1.41679 -0.231
F -4.16139 0.36193 -0.15126 -0.211
F -4.32936 -1.64021 0.81824 -0.153

***

What did the fourth record say?
14
Properties=species:S:1:pos:R:3:mulliken_charge:R:1 method="wB97M-V/def2-TZVPD" de_lowest_ev=1.8693 smiles=O[C@H]1C[C@H]2C[C@H]21 lumo_energy_ev=1.0 homo_lumo_gap_ev=10.86
O -1.03334 1.88259 -0.00034 -0.569
C -0.77439 0.61516 0.55763 0.170
C -1.08401 -0.65249 -0.29590 -0.819
C 0.34562 -1.12588 -0.03773 -0.018
C 1.29339 -0.13797 -0.62964 -0.597
C 0.66922 0.16119 0.70701 -0.524
H -0.18728 2.26426 -0.25848 0.345
H -1.30040 0.55639 1.51728 0.301
H -1.32083 -0.45349 -1.34663 0.284
H -1.86573 -1.28074 0.13902 0.264
H 0.64440 -2.13581 0.22286 0.371
H 1.00765 0.41182 -1.52704 0.180
H 2.34648 -0.40207 -0.58319 0.271
H 1.28431 0.31216 1.58962 0.342